1.
CH4FO3P | ωB97M-V/def2-TZVPD

Structure (XYZ):
```
10
Properties=species:S:1:pos:R:3:nbo_charge:R:1
C 0.09 -0.20 0.64 0.18
O 2.67 0.90 0.06 -0.42
O 0.85 -0.37 -0.54 -0.29
O 2.24 -0.34 -0.50 -0.03
F 0.07 1.29 0.88 -0.42
P -1.62 -0.71 0.12 0.32
H 0.70 -0.48 1.45 0.20
H 2.67 1.36 -0.79 0.46
H -1.94 0.31 -0.70 0.00
H -1.03 -1.33 -0.91 -0.01
```

Properties
E_tot (eV): -19243.7394
Gap between HOMO and LUMO (hartree): 0.417
Lowest unoccupied orbital energy (eV): 0.97
Molar mass (g/mol): 114.0
SMILES: OOO[C@@H](F)P
Largest force on an atom (Eh/bohr): 0.0918
Energy relative to the best compared isomer or geometry (same formula, charge and spin) (kJ/mol): 274.7

2.
C36H37F3FeP2 | ωB97M-V/def2-TZVPD

Structure (XYZ):
```
79
Properties=species:S:1:pos:R:3:mulliken_spin:R:1
Fe 0.16 0.04 -1.14 3.71
C -1.85 -0.29 -0.16 0.05
C -1.98 -0.40 -1.54 0.08
C -2.51 0.64 -2.49 -0.03
C -1.46 1.69 -2.94 0.07
C -0.40 2.00 -1.92 0.01
C -0.63 2.26 -0.58 0.06
C -1.98 2.23 0.07 0.01
C -2.32 0.85 0.71 0.02
C 1.85 -0.51 -1.98 -0.05
H -1.51 -1.18 0.41 0.01
H -1.86 -1.41 -1.96 0.02
H -3.44 1.12 -2.13 0.00
H -2.82 0.10 -3.39 0.00
H -0.98 1.32 -3.87 -0.02
H -1.95 2.62 -3.24 -0.01
H 0.58 2.24 -2.33 0.01
H 0.18 2.62 0.06 -0.01
H -2.76 2.47 -0.66 0.00
H -2.04 3.02 0.85 0.00
H -1.88 0.78 1.72 0.00
H -3.41 0.78 0.90 0.00
H 2.21 -1.54 -1.77 -0.02
H 2.60 0.21 -1.58 0.02
H 1.79 -0.38 -3.07 0.04
P -0.12 -1.99 -8.68 0.00
P 1.73 0.42 -9.11 0.00
C -0.85 -0.44 -9.19 0.00
C 0.00 0.52 -9.65 0.00
C -0.72 -3.17 -9.99 0.00
C -1.81 -2.94 -10.85 0.00
C -2.27 -3.97 -11.68 0.00
C -1.54 -5.16 -11.79 0.00
C -0.35 -5.32 -11.09 0.00
C 0.06 -4.34 -10.18 0.00
C -1.12 -2.20 -7.16 0.00
C -0.83 -1.29 -6.13 0.01
C -1.47 -1.42 -4.91 0.01
C -2.42 -2.43 -4.72 0.01
C -2.79 -3.27 -5.79 0.00
C -2.17 -3.12 -7.03 0.00
C 2.52 1.04 -10.67 0.00
C 2.41 0.22 -11.81 0.00
C 2.92 0.64 -13.04 0.00
C 3.59 1.87 -13.15 0.00
C 3.72 2.68 -12.02 0.00
C 3.17 2.27 -10.79 0.00
C 1.91 1.86 -8.00 0.00
C 3.11 1.92 -7.28 0.00
C 3.39 3.05 -6.51 0.00
C 2.45 4.08 -6.42 0.00
C 1.21 3.98 -7.07 0.00
C 0.93 2.85 -7.85 0.00
H -1.93 -0.30 -9.06 0.00
H -0.28 1.31 -10.37 0.00
H -2.29 -1.97 -10.87 0.00
H -3.20 -3.82 -12.25 0.00
H -1.90 -5.96 -12.45 0.00
H 0.27 -6.21 -11.24 0.00
H 0.97 -4.45 -9.61 0.00
H -0.10 -0.49 -6.30 0.00
H -1.20 -0.74 -4.09 -0.03
H -2.89 -2.55 -3.75 0.00
H -3.55 -4.03 -5.64 0.00
H -2.50 -3.73 -7.89 0.00
H 1.92 -0.75 -11.71 0.00
H 2.80 0.01 -13.93 0.00
H 3.97 2.20 -14.12 0.00
H 4.24 3.64 -12.10 0.00
H 3.26 2.93 -9.92 0.00
H 3.82 1.10 -7.34 0.00
H 4.35 3.13 -6.00 0.00
H 2.68 4.98 -5.85 0.00
H 0.47 4.77 -7.00 0.00
H -0.04 2.76 -8.34 0.00
F 2.40 0.55 0.84 0.00
C 1.18 -0.10 0.72 0.00
F 1.41 -1.42 1.06 0.01
F 0.42 0.40 1.78 0.01
```

Properties
E_tot (eV): -99044.8460
Gap between HOMO and LUMO (alpha / beta) (hartree): 0.286 / 0.239
Lowest unoccupied orbital energy (alpha / beta) (eV): 0.46 / -0.95
Molar mass (g/mol): 644.5
2S+1: 5
Largest force on an atom (Eh/bohr): 0.0367
Energy relative to the best compared isomer or geometry (same formula, charge and spin) (kJ/mol): 0.0